C25H32BN8NiOP2 | ωB97M-V with the def2-TZVPD basis set

⟨S²⟩   2.060
LUMO (spin up / spin down)   -2.623 / -4.019 eV
Orbital gap (spin up / spin down)   7.559 / 6.275 eV
Relative energy (zero: lowest compared OMol25 entry of this formula, charge and spin)   570.2 kJ/mol

Geometry as ORCA input:
```
! wB97M-V def2-TZVPD RIJCOSX def2/J DEFGRID3
* xyz 1 3
Ni 1.040 0.377 0.421
P -0.580 -1.700 0.135
P 0.243 2.506 -0.156
O -5.579 1.963 0.442
N 1.598 -0.803 -1.289
N 3.801 -0.473 0.665
N 2.991 0.584 0.839
N 2.557 -1.705 -1.020
N 2.099 -2.019 1.479
N -5.438 0.998 2.476
N 0.777 -1.758 1.505
N -0.893 0.040 0.711
C 1.449 -2.112 3.599
C -0.896 1.546 -1.283
C -1.786 2.143 -2.304
C -2.557 0.977 2.150
C -3.069 0.755 -0.194
C -1.945 -2.513 1.064
C -1.630 -1.009 -2.585
C 1.498 -0.740 -2.618
C -2.171 -0.040 -3.445
C -2.354 1.352 -3.254
C -1.437 -0.849 -1.242
C -1.642 0.430 -0.486
C 2.396 -1.618 -3.216
C 0.053 -3.274 -0.643
C 3.056 -2.207 -2.159
C 1.159 3.513 -1.379
C 5.081 -0.085 0.733
C -0.826 3.767 0.634
C -3.498 1.004 1.053
C -1.314 0.504 1.946
C 3.766 1.649 1.022
C -4.935 1.367 1.275
C 5.106 1.275 0.966
C 2.520 -2.213 2.727
C 0.368 -1.842 2.785
B 3.174 -1.842 0.359
H -2.653 -2.872 0.319
H -2.465 -1.812 1.716
H -6.403 1.205 2.673
H 1.460 -2.209 4.664
H 3.338 2.616 1.208
H -0.596 0.473 2.757
H 3.940 -2.738 0.408
H 0.481 4.083 -2.012
H -2.847 1.355 3.118
H -0.191 4.468 1.175
H -1.423 -1.978 -3.020
H -1.403 4.302 -0.118
H 3.842 -2.933 -2.152
H -2.957 1.838 -4.010
H -3.760 0.786 -1.021
H 0.480 -3.941 0.106
H 1.812 4.200 -0.844
H 1.775 2.855 -1.989
H -1.585 -3.362 1.642
H -1.985 3.203 -2.302
H -0.124 0.996 -1.842
H -2.483 -0.403 -4.415
H 5.885 -0.782 0.608
H 2.539 -1.787 -4.263
H 5.963 1.906 1.075
H 3.552 -2.406 2.936
H 0.764 -3.136 -1.450
H 0.813 -0.093 -3.131
H -0.836 -3.743 -1.068
H -4.951 0.393 3.112
H -0.658 -1.729 3.067
H -1.507 3.296 1.340
*
```

Atom-resolved charges from Löwdin, all expressed in e: number 1, Ni, carries 0.191; number 2, P, carries 0.914; number 3, P, carries 0.941; number 4, O, carries 0.084; number 5, N, carries 0.000; number 6, N, carries -0.028; number 7, N, carries -0.010; number 8, N, carries -0.050; number 9, N, carries 0.030; number 10, N, carries 0.179; number 11, N, carries -0.097; number 12, N, carries -0.220; number 13, C, carries 0.011; number 14, C, carries -0.355; number 15, C, carries -0.049; number 16, C, carries -0.038; number 17, C, carries 0.085; number 18, C, carries -0.141; number 19, C, carries -0.081; number 20, C, carries -0.122; number 21, C, carries -0.039; number 22, C, carries -0.086; number 23, C, carries -0.186; number 24, C, carries -0.442; number 25, C, carries -0.022; number 26, C, carries -0.135; number 27, C, carries -0.058; number 28, C, carries -0.242; number 29, C, carries -0.055; number 30, C, carries -0.227; number 31, C, carries -0.130; number 32, C, carries -0.165; number 33, C, carries -0.122; number 34, C, carries -0.511; number 35, C, carries -0.042; number 36, C, carries -0.026; number 37, C, carries -0.107; number 38, B, carries -0.513; number 39, H, carries 0.070; number 40, H, carries 0.047; number 41, H, carries 0.120; number 42, H, carries 0.112; number 43, H, carries 0.103; number 44, H, carries 0.115; number 45, H, carries 0.127; number 46, H, carries 0.044; number 47, H, carries 0.118; number 48, H, carries 0.048; number 49, H, carries 0.117; number 50, H, carries 0.047; number 51, H, carries 0.130; number 52, H, carries 0.114; number 53, H, carries 0.135; number 54, H, carries 0.065; number 55, H, carries 0.044; number 56, H, carries 0.043; number 57, H, carries 0.062; number 58, H, carries 0.113; number 59, H, carries 0.075; number 60, H, carries 0.110; number 61, H, carries 0.126; number 62, H, carries 0.104; number 63, H, carries 0.098; number 64, H, carries 0.141; number 65, H, carries 0.033; number 66, H, carries 0.106; number 67, H, carries 0.062; number 68, H, carries 0.098; number 69, H, carries 0.110; number 70, H, carries 0.024

=====

C25H32BrInN2O2S4Si | ωB97M-V with the def2-TZVPD basis set

LUMO   4.020 eV
Orbital gap   5.903 eV
Relative energy (zero: lowest compared OMol25 entry of this formula, charge and spin)   0.0 kJ/mol

Geometry as ORCA input:
```
! wB97M-V def2-TZVPD RIJCOSX def2/J DEFGRID3
* xyz -2 1
In -0.397 1.782 -1.202
Br 6.235 -3.066 3.937
S -0.873 3.067 -3.299
S 0.773 5.224 -4.473
S 0.974 4.576 -1.545
S 1.161 -1.234 -0.257
Si -0.228 2.172 1.315
O 4.842 -1.890 1.417
O 3.580 -0.123 2.015
N 1.972 1.498 -1.901
N -0.069 -0.132 -2.955
C -7.491 -1.398 -1.519
C 2.256 -1.833 3.794
C 0.353 4.331 -3.125
C 2.771 -0.683 -0.909
C -5.930 0.336 -2.121
C 4.074 -1.259 2.166
C 1.705 -2.481 4.885
C -6.490 -2.032 -0.795
C 2.919 0.819 -1.015
C -0.476 -1.478 -2.566
C -1.381 3.635 1.649
C 2.047 1.165 -3.315
C 0.518 -2.194 -1.653
C -3.595 0.266 -1.338
C 1.186 -0.051 -3.704
C -2.471 0.741 -1.294
C 1.481 2.615 1.960
C 2.504 -3.295 5.679
C 3.597 -1.991 3.438
C -4.911 -0.294 -1.395
C -7.202 -0.211 -2.180
C -0.897 0.734 2.339
C 4.370 -2.807 4.251
C 3.845 -3.448 5.367
C -5.217 -1.488 -0.732
H 0.011 -3.061 -1.226
H 1.963 3.349 1.309
H -0.818 0.299 -3.485
H 0.656 -2.343 5.120
H 4.491 -4.061 5.982
H -0.298 -0.167 2.202
H 3.952 1.020 -1.332
H 1.744 -0.972 -3.533
H 3.531 -1.042 -0.216
H 2.133 1.738 2.043
H -1.924 0.500 2.044
H -7.974 0.295 -2.747
H -4.437 -1.978 -0.164
H -6.702 -2.957 -0.272
H -1.426 -1.366 -2.043
H 3.083 0.960 -3.620
H 1.664 -1.166 3.182
H -8.486 -1.823 -1.566
H -1.050 4.513 1.089
H 1.706 2.038 -3.874
H -0.653 -2.120 -3.445
H 2.092 -3.803 6.543
H -5.701 1.260 -2.635
H 2.812 1.239 -0.012
H 1.373 -2.587 -2.205
H -1.417 3.890 2.714
H -2.397 3.394 1.322
H 0.998 0.002 -4.781
H -0.892 0.997 3.401
H 2.102 2.505 -1.804
H 2.928 -1.185 -1.866
H 1.398 3.061 2.957
*
```

Atom-resolved charges from Löwdin, all expressed in e: number 1, In, carries 0.362; number 2, Br, carries 0.718; number 3, S, carries 0.418; number 4, S, carries 0.319; number 5, S, carries 0.374; number 6, S, carries 0.902; number 7, Si, carries 0.379; number 8, O, carries -0.072; number 9, O, carries -0.040; number 10, N, carries -0.148; number 11, N, carries -0.129; number 12, C, carries -0.126; number 13, C, carries -0.024; number 14, C, carries -1.844; number 15, C, carries -0.423; number 16, C, carries -0.045; number 17, C, carries -0.700; number 18, C, carries -0.093; number 19, C, carries -0.110; number 20, C, carries -0.251; number 21, C, carries -0.281; number 22, C, carries -0.247; number 23, C, carries -0.204; number 24, C, carries -0.470; number 25, C, carries -0.150; number 26, C, carries -0.190; number 27, C, carries -0.099; number 28, C, carries -0.223; number 29, C, carries -0.119; number 30, C, carries -0.149; number 31, C, carries -0.264; number 32, C, carries -0.109; number 33, C, carries -0.235; number 34, C, carries -0.606; number 35, C, carries -0.168; number 36, C, carries -0.048; number 37, H, carries 0.066; number 38, H, carries 0.016; number 39, H, carries 0.066; number 40, H, carries 0.094; number 41, H, carries 0.079; number 42, H, carries -0.016; number 43, H, carries 0.129; number 44, H, carries 0.089; number 45, H, carries 0.040; number 46, H, carries 0.001; number 47, H, carries 0.017; number 48, H, carries 0.092; number 49, H, carries 0.110; number 50, H, carries 0.092; number 51, H, carries 0.079; number 52, H, carries 0.122; number 53, H, carries 0.096; number 54, H, carries 0.086; number 55, H, carries 0.008; number 56, H, carries 0.083; number 57, H, carries 0.116; number 58, H, carries 0.088; number 59, H, carries 0.113; number 60, H, carries 0.089; number 61, H, carries 0.062; number 62, H, carries 0.017; number 63, H, carries 0.018; number 64, H, carries 0.121; number 65, H, carries 0.023; number 66, H, carries 0.009; number 67, H, carries 0.067; number 68, H, carries 0.025

=====

C25H32IN5O5 | ωB97M-V with the def2-TZVPD basis set

SMILES string   CCCO[C@]1(ON=O)C(=O)N[C@@](I)(OCC)[C@@H]1C.c1ccncc1.c1ccncc1.c1ccncc1
LUMO   -0.539 eV
Orbital gap   8.983 eV

Geometry as ORCA input:
```
! wB97M-V def2-TZVPD RIJCOSX def2/J DEFGRID3
* xyz 0 1
I 0.220 5.007 -2.130
O -1.973 0.670 -0.136
O -2.153 -0.712 1.345
O -2.194 0.917 -2.912
O 0.184 1.683 -1.037
O -2.750 5.322 -0.938
N 7.072 1.221 -2.336
N -2.243 3.482 -2.442
N -1.616 0.391 1.129
N -0.536 -5.825 0.439
N -6.211 -6.479 4.570
C 8.356 0.814 -2.242
C 6.127 0.257 -2.294
C -1.222 1.864 -0.648
C -0.360 -5.808 -0.901
C 1.122 1.976 0.053
C -4.358 -5.906 2.555
C -1.453 7.337 0.145
C -1.384 3.794 1.447
C -5.159 -7.289 4.322
C -1.699 4.394 -1.320
C -1.754 3.294 -0.059
C -1.070 -4.715 0.993
C -4.215 -7.046 3.338
C -2.415 6.734 -1.083
C 6.409 -1.093 -2.161
C -1.240 -3.604 -1.108
C 2.648 1.605 -0.516
C -6.323 -5.378 3.795
C -1.436 -3.592 0.269
C -1.932 1.997 -2.159
C 8.737 -0.512 -2.110
C -5.432 -5.052 2.785
C 3.769 2.037 0.647
C 7.741 -1.481 -2.069
C -0.691 -4.732 -1.708
H 2.745 0.452 -0.790
H -2.034 7.059 -2.155
H 5.609 -1.824 -2.131
H 0.876 1.469 1.078
H -0.525 -4.772 -2.779
H 1.151 3.160 0.211
H 0.069 -6.713 -1.322
H -2.931 3.102 0.015
H 5.103 0.610 -2.374
H -3.442 7.330 -0.945
H -1.658 4.924 1.586
H -1.199 -4.753 2.071
H -3.388 -7.731 3.184
H 3.652 3.156 0.975
H 4.881 1.924 0.243
H -1.514 -2.741 -1.708
H -2.056 3.805 -3.416
H 9.785 -0.782 -2.041
H -0.664 6.556 0.531
H -0.814 8.213 -0.353
H -5.093 -8.168 4.957
H -7.176 -4.742 4.016
H 2.891 2.307 -1.444
H -5.572 -4.156 2.192
H 9.097 1.608 -2.275
H -3.638 -5.683 1.773
H -0.274 3.657 1.781
H -2.078 3.189 2.198
H -1.862 -2.728 0.767
H -2.077 7.850 0.998
H 8.001 -2.531 -1.965
H 3.569 1.379 1.598
*
```

Atom-resolved charges from Löwdin, all expressed in e: number 1, I, carries 0.986; number 2, O, carries -0.024; number 3, O, carries -0.006; number 4, O, carries -0.005; number 5, O, carries -0.126; number 6, O, carries -0.185; number 7, N, carries 0.051; number 8, N, carries 0.027; number 9, N, carries 0.024; number 10, N, carries 0.050; number 11, N, carries 0.048; number 12, C, carries -0.154; number 13, C, carries -0.158; number 14, C, carries -0.283; number 15, C, carries -0.157; number 16, C, carries -0.219; number 17, C, carries -0.078; number 18, C, carries -0.126; number 19, C, carries -0.064; number 20, C, carries -0.155; number 21, C, carries -0.739; number 22, C, carries -0.176; number 23, C, carries -0.167; number 24, C, carries -0.075; number 25, C, carries -0.272; number 26, C, carries -0.076; number 27, C, carries -0.066; number 28, C, carries -0.200; number 29, C, carries -0.156; number 30, C, carries -0.071; number 31, C, carries -0.157; number 32, C, carries -0.079; number 33, C, carries -0.077; number 34, C, carries -0.139; number 35, C, carries -0.081; number 36, C, carries -0.079; number 37, H, carries 0.122; number 38, H, carries 0.105; number 39, H, carries 0.102; number 40, H, carries 0.136; number 41, H, carries 0.100; number 42, H, carries 0.089; number 43, H, carries 0.099; number 44, H, carries 0.177; number 45, H, carries 0.090; number 46, H, carries 0.139; number 47, H, carries 0.075; number 48, H, carries 0.101; number 49, H, carries 0.102; number 50, H, carries 0.075; number 51, H, carries 0.078; number 52, H, carries 0.109; number 53, H, carries 0.108; number 54, H, carries 0.101; number 55, H, carries 0.048; number 56, H, carries 0.089; number 57, H, carries 0.099; number 58, H, carries 0.099; number 59, H, carries 0.115; number 60, H, carries 0.101; number 61, H, carries 0.101; number 62, H, carries 0.088; number 63, H, carries 0.078; number 64, H, carries 0.103; number 65, H, carries 0.066; number 66, H, carries 0.085; number 67, H, carries 0.105; number 68, H, carries 0.078